The following is a quantum chemistry calculation of a 2-piece molecular cluster, C46H44N2O overall, from the Open Molecules 2025 dataset.

The molecular weight is 640.871 g mol⁻¹. The calculation puts the HOMO energy at -7.33 eV. Its LUMO energy is -1.07 eV. Its electronic energy is -1963.95494 Eh.

Cartesian coordinates (Å):
H (-3.67429, 3.46821, 3.71849)
H (1.52999, 1.52519, -3.27733)
C (-1.36296, -2.92594, -2.26175)
H (-4.11419, -0.37727, -0.38287)
C (-3.84221, 3.19435, 2.67114)
C (4.80680, -2.01828, 1.53591)
C (7.29435, -3.34469, 1.69952)
H (-1.34558, -3.95862, -1.90220)
H (-2.19108, -1.77286, 0.66170)
C (2.13842, -1.69268, -2.28204)
H (3.25361, -1.78599, -5.48916)
C (-1.95029, -1.94023, -1.46575)
H (-0.69912, -4.67702, -4.13525)
C (-3.75238, 0.54548, -0.83783)
C (0.11568, -2.07778, 3.34692)
H (-2.72193, 7.90976, 2.81213)
H (-3.58770, 2.14391, 2.57826)
C (5.41483, -2.55907, 0.38133)
C (0.33540, -2.04237, 4.73597)
H (3.16870, -3.19252, -3.43063)
H (-4.60345, 2.46586, -0.50680)
H (8.25073, -3.87092, 1.77885)
H (-0.37359, -0.50022, 1.20152)
H (7.04211, -3.73394, -0.41871)
H (2.01996, -2.35315, -1.42041)
H (-1.20126, 4.07451, -2.12408)
C (-0.62744, 4.14328, -1.18842)
H (-4.23160, 0.68736, -1.81729)
N (-2.54304, 2.33450, 0.09133)
H (0.12687, 4.92219, -1.34764)
H (-0.80061, 6.58040, -0.16990)
C (6.62554, -3.25195, 0.47291)
H (1.30366, -1.72214, 5.11375)
C (-2.58027, -2.35378, -0.17842)
O (2.90420, -2.42620, 3.59508)
C (-2.30994, 7.81725, 1.80158)
C (2.93213, -0.84219, 0.37207)
C (2.80271, -1.38365, -4.57685)
C (-1.65371, 1.56097, -0.58951)
C (6.73625, -2.75346, 2.84184)
H (3.59972, -0.64443, -0.46991)
C (-3.91124, 1.77936, 0.00021)
H (-0.12417, 3.18317, -1.01332)
H (7.24794, -2.79697, 3.80622)
H (-0.73634, 1.16833, -4.59647)
H (-2.36910, 1.47786, -3.99075)
C (5.51252, -2.09430, 2.75906)
H (-1.31968, 8.28598, 1.78047)
H (-0.57203, -1.09840, -4.99622)
H (4.89719, -2.46718, -0.57947)
H (-4.91973, 3.32016, 2.51275)
C (-2.06510, -3.09125, 3.75477)
C (-3.01489, 5.43039, 2.11993)
C (-3.04381, 4.07618, 1.76977)
N (-2.30532, 0.43640, -1.01977)
C (-2.32279, 3.63619, 0.63195)
C (-0.83689, -2.64701, -3.52135)
C (-1.39390, -0.29544, -3.18469)
C (-1.85653, -0.60033, -1.89151)
H (-0.95000, 1.81139, -2.97111)
C (1.08962, 0.13787, -0.96236)
C (1.56159, -0.43393, 0.25193)
H (-0.51370, -2.29560, 6.69374)
C (-1.90054, -2.88923, 5.13349)
C (-2.24063, 6.36235, 1.42610)
H (-2.96248, 8.40210, 1.13294)
C (-0.90835, -1.33156, -3.98629)
C (-1.05589, -2.70383, 2.87379)
H (-2.33084, -3.40430, -0.00224)
H (-3.67871, -2.29966, -0.17485)
C (1.08079, -1.51832, 2.39227)
C (0.67662, -0.77577, 1.30688)
C (-1.37182, 1.11197, -3.70334)
C (-1.46423, 4.54697, -0.02245)
C (-1.44750, 5.89300, 0.37483)
H (-3.60972, 5.78946, 2.96397)
H (-4.29340, 1.53378, 0.99083)
C (3.43285, -1.49294, 1.47264)
H (5.08427, -1.65321, 3.65962)
H (0.88568, -3.88068, -3.98513)
C (2.51135, -1.83338, 2.58526)
H (-2.97986, -3.55202, 3.36335)
C (2.73574, -2.18821, -3.43367)
H (0.27048, 0.86154, -0.93883)
H (2.33746, 0.54527, -5.43607)
C (-0.16075, -3.73659, -4.30273)
C (-0.67677, -2.40646, 5.62367)
H (-0.16790, -3.50813, -5.37282)
C (1.81842, 0.46691, -3.34558)
C (2.30880, -0.07260, -4.53071)
H (-2.71419, -3.11715, 5.82520)
C (1.67710, -0.33820, -2.18349)
H (-1.14464, -2.90582, 1.80201)



The following is a quantum chemistry calculation of one molecule with the formula C6H10O, from the Open Molecules 2025 dataset.

The molecular weight is 98.145 g mol⁻¹. The calculation puts the HOMO energy at -8.95 eV. Its LUMO energy is 0.95 eV. Its electronic energy is -309.79301 Eh. The structure (SMILES) is C=C/C=C\CCO.

Cartesian coordinates (Å):
H (2.51580, 1.20204, 1.06110)
H (-1.90890, 0.60677, 0.75344)
C (1.87110, 0.76542, 0.30232)
C (-0.57858, -0.28018, -1.31518)
H (0.35962, -1.93634, -0.30507)
C (-0.64660, -0.81288, 1.24118)
H (-1.22608, -1.54521, 1.81614)
C (0.89741, 1.45284, -0.29139)
H (-0.18423, 1.56551, -2.19732)
O (-1.21203, 0.47284, 1.40787)
C (-0.54733, -1.32067, -0.21904)
H (0.34519, -0.78122, 1.70520)
H (2.08757, -0.26091, 0.02168)
C (0.00780, 0.91973, -1.33588)
H (0.77710, 2.50338, -0.05055)
H (-1.17906, -0.54341, -2.18279)
H (-1.37879, -2.00770, -0.41170)



The following is a quantum chemistry calculation of C27H46Cl3NdO2P as an isolated structure, from the Open Molecules 2025 dataset.

The molecular weight is 684.236 g mol⁻¹. The calculation puts the HOMO energy (spin up / spin down) at -2.02 / -2.08 eV. Its LUMO energy (spin up / spin down) is 2.42 / 2.42 eV. Its electronic energy is -3490.24632 Eh. Its spin multiplicity is 4. The net charge is -1.

Cartesian coordinates (Å):
C (-3.70739, -1.90592, -2.72359)
H (3.80124, -0.27357, -3.64465)
P (-0.17918, 0.42620, -0.52761)
H (-2.70588, -3.25388, 5.45796)
C (0.92177, 4.84457, -1.95899)
H (-3.13030, -2.39784, -3.51817)
C (-1.80078, -0.27733, -1.14766)
H (-2.47448, -4.97001, 3.92114)
C (0.23835, -3.01829, 3.63984)
H (-2.03171, -0.83899, 4.90178)
H (-4.38866, 0.09431, -2.28053)
C (-0.18824, -1.91142, 4.16724)
Cl (4.14468, 2.19145, 3.93149)
C (-1.79906, -1.81134, -1.04541)
H (1.36898, 3.17952, 5.54284)
C (-2.25933, 0.20505, -2.52643)
H (0.51288, -1.31328, 4.81758)
C (2.27842, 1.00461, 2.55241)
H (-3.84699, -0.12187, -3.94502)
C (2.15882, -1.66834, -3.46321)
Cl (-1.99762, 1.02014, 2.21803)
H (0.79803, 4.02881, -3.96257)
C (-2.20062, -4.00112, 3.48508)
H (-2.32377, 1.30135, -2.55747)
H (-1.23361, 2.44460, -1.21174)
H (1.49702, 2.13428, -2.57620)
H (-2.49496, 0.11397, -0.38018)
H (0.99730, 5.16616, 0.18566)
C (0.52396, 3.09542, -0.15991)
O (1.83729, -0.10787, 2.99241)
C (0.31246, 3.88801, -2.98971)
C (3.78500, 1.25952, 2.46221)
C (1.14776, -0.55765, -1.43951)
H (-0.62658, 4.88449, -0.45022)
H (-0.35437, -4.98330, 3.09802)
H (-0.81111, -3.79274, 1.93831)
H (4.61871, -0.34192, -1.36205)
C (3.55485, -1.17326, -3.06434)
H (-1.98503, -1.29228, 3.22182)
H (3.67666, -1.79163, -0.99567)
H (-4.74804, -2.22582, -2.84798)
H (1.29821, -3.26629, 3.54642)
H (2.61965, 1.02650, -1.49863)
C (-0.72277, -3.96424, 3.01311)
O (1.48578, 1.98814, 2.37236)
H (-1.06760, -2.22675, -1.75456)
C (1.02686, -0.76992, -2.94882)
H (-1.51602, -0.09083, -3.28122)
H (2.60067, 0.14692, 0.02052)
C (-1.68708, -1.64273, 4.23147)
H (-2.88610, -3.92096, 2.62984)
H (4.29758, -1.93322, -3.33145)
H (1.04304, -1.54604, -0.95081)
H (-0.75135, 4.12760, -3.12013)
C (3.67169, -0.85507, -1.57011)
C (0.30917, 2.95247, 5.21186)
H (1.07872, 0.19638, -3.46607)
H (2.01558, 4.74803, -1.97899)
H (4.36685, 0.33600, 2.49033)
H (0.06064, -1.22056, -3.20870)
H (2.08652, -1.74026, -4.55489)
H (-3.15308, -3.46967, -1.32830)
C (2.51896, 0.01875, -1.06767)
H (-3.63993, -2.57048, 4.23978)
C (-2.59673, -2.88317, 4.43427)
C (-3.18765, -2.37515, -1.36019)
Nd (-0.02722, 1.05296, 4.02005)
H (-0.30871, 3.09169, 6.16908)
C (-3.62328, -0.38582, -2.90485)
H (-0.07222, 1.79484, -3.33165)
H (-3.88207, -2.04668, -0.57525)
C (0.42357, 4.57566, -0.53823)
H (1.58409, 2.81552, -0.05253)
H (-1.48452, -2.12107, -0.03768)
C (-0.15868, 2.18960, -1.19376)
H (0.07274, 2.93929, 0.82681)
C (0.43435, 2.41576, -2.57990)
H (2.00733, -2.67915, -3.06107)
Cl (4.18950, 2.16168, 0.97191)
H (0.68701, 5.87748, -2.23737)



The following is a quantum chemistry calculation of an isolated ion of composition C4H13N2S and charge +1, from the Open Molecules 2025 dataset.

The molecular weight is 121.229 g mol⁻¹. The calculation puts the HOMO energy at -12.25 eV. Its LUMO energy is -3.57 eV. Its electronic energy is -667.61435 Eh. The structure (SMILES) is NC[C@@H]([NH3+])CCS. The net charge is +1.

Cartesian coordinates (Å):
C (-1.94696, -0.60239, 0.22254)
N (1.23197, 1.58484, 0.70368)
S (-3.33533, -0.15376, -0.98902)
C (1.24593, -0.85664, 0.25903)
H (-0.52619, 0.56336, -1.14417)
H (2.04852, 1.39206, 1.26066)
H (0.23548, 0.12000, 1.83271)
H (-2.28582, -0.49097, 1.28572)
H (0.59320, 2.37942, 1.01437)
H (2.06319, -0.96268, 0.95045)
H (1.04591, -1.17159, -1.86951)
H (1.45113, 1.80768, -0.33626)
H (0.69207, -1.75542, 0.52193)
H (2.65219, -0.70584, -1.29701)
H (-1.47856, -1.46352, -0.17047)
C (-0.90329, 0.54864, -0.06697)
H (-3.35033, -1.22451, -1.79846)
C (0.44102, 0.31144, 0.69188)
N (1.62736, -0.76819, -1.16612)
H (-1.50150, 1.44805, 0.09502)



Among the records above, which one has the highest molecular weight?
C27H46Cl3NdO2P